Formula: C25H56BClFIO20P4
Source: OMol25
Level of theory: ωB97M-V/def2-TZVPD

Summary:
Maximum force (eV Å⁻¹): 6.85
Kohn-Sham gap (eV): 8.689
Energy (eV): -128963.60609

XYZ file:
```
109
Properties=species:S:1:pos:R:3:mulliken_charge:R:1
I -1.73334 -3.91014 4.55026 -0.156
Cl 1.78017 2.06964 2.83118 -0.190
P 0.34047 -4.45860 3.25724 -0.043
P 4.98379 1.33114 -3.01469 1.127
P -5.09108 -3.60403 2.26797 1.015
P -6.05120 2.62348 -0.99740 1.243
F -3.01986 -2.06615 0.25411 -0.360
O 4.29736 2.51830 -2.10752 -0.441
O 0.27975 0.92880 -0.80630 -0.507
O -6.12306 -3.30071 1.28733 -0.669
O -5.52634 -4.91095 3.11719 -0.531
O -7.28262 1.71733 -0.39649 -0.438
O 4.58977 2.09144 -4.38478 -0.413
O 0.01453 -5.56760 2.10864 -0.473
O -0.60271 -1.13068 -0.73696 -0.399
O 4.47623 -5.67296 0.68830 -0.513
O -6.76162 2.70362 -2.44644 -0.432
O -4.92173 -2.38329 3.30870 -0.551
O 6.56085 1.77501 -2.98934 -0.356
O 3.75038 -3.42601 0.20128 -0.343
O 3.93112 -3.22685 2.45663 -0.370
O -1.28880 -3.25313 1.18862 -0.352
O 4.91488 0.19539 -2.05215 -0.635
O -6.47166 4.12190 -0.48646 -0.354
O -4.95073 2.22237 -0.07370 -0.664
O 2.55639 -5.31408 -0.68110 -0.570
O 1.86967 -3.41180 1.42093 0.531
C 5.20532 -2.56542 2.39543 -0.185
C 0.90954 -2.86984 2.32175 0.712
C -7.00971 0.44244 0.20608 -0.183
C 1.16121 0.42173 2.43589 0.628
C 5.06516 3.42259 -4.64808 -0.214
C 5.55170 -1.87402 3.71226 -1.164
C 3.85762 2.20492 0.25411 0.010
C -7.99305 4.54794 -3.39964 -0.914
C -5.46947 5.06416 -0.12007 -0.274
C -4.79648 5.68002 -1.33462 -1.022
C -7.09026 0.53855 1.71564 -0.960
C 1.91787 -0.57251 3.31345 -0.311
C 3.28345 2.18621 -1.14842 -0.388
C -2.57716 -2.77934 1.33144 0.093
C -8.07451 3.27272 -2.58913 -0.216
C -0.25538 -2.28940 1.43619 0.646
C 7.58538 0.78639 -2.98002 -0.199
C -0.62324 0.21528 -0.43561 0.692
C -1.79894 0.76398 0.34621 -0.708
C 6.01803 3.40132 -5.82333 -0.925
C -3.51526 -4.00857 1.46223 -0.582
C 0.29930 -1.90638 0.04593 -0.757
C 3.15414 -2.88576 1.35938 -0.871
C 7.79320 0.16956 -4.35233 -1.025
C 1.35641 -1.98884 3.49543 -1.964
B 3.57793 -4.82786 0.08217 0.587
H 2.49228 2.93126 -1.23973 0.395
H 3.15575 1.77014 0.97059 -0.627
H 1.25439 -1.37626 0.10320 0.360
H 0.15439 -5.18244 1.22931 0.461
H 8.46343 -0.68844 -4.28906 0.384
H -3.75485 -4.28819 0.43326 0.436
H 2.95176 -0.60592 2.96137 -0.077
H 0.46301 -2.82408 -0.51568 0.103
H -7.75887 -0.25908 -0.16163 0.345
H -0.71805 -1.42945 1.92455 0.370
H 5.53484 3.86608 -3.77474 0.300
H -8.68135 2.53459 -3.11458 0.392
H 6.78823 2.64422 -5.68763 0.072
H -5.96829 5.84269 0.45868 0.301
H 2.10351 -2.55940 4.05710 0.625
H 4.07294 3.22877 0.56619 0.365
H 2.25341 -4.56162 -1.20481 0.324
H -8.54549 3.45285 -1.62703 0.296
H -2.72282 0.73052 -0.23425 0.273
H 6.84563 -0.15242 -4.79076 0.279
H 0.50259 -1.92555 4.18053 0.468
H -6.03602 0.06922 -0.10835 0.180
H 8.24052 0.89210 -5.03616 0.245
H 5.26585 -1.81095 1.60587 0.254
H -5.48513 6.33978 -1.86397 0.256
H 4.18978 4.02709 -4.88824 0.393
H -2.67712 -2.19564 2.25334 0.253
H -1.92219 0.19942 1.27054 -0.055
H 4.98266 -0.94998 3.83184 0.234
H -8.95255 5.06689 -3.39900 0.344
H 3.13139 -1.80644 1.15983 0.757
H 8.50018 1.28654 -2.65896 0.316
H 5.48635 3.15399 -6.74351 0.313
H 6.59113 -1.54903 3.60584 0.451
H -4.07820 -2.48004 3.78174 0.194
H -3.93188 6.27294 -1.03396 0.379
H 0.08456 0.44631 2.57003 0.092
H 5.43664 -2.54410 4.56223 0.288
H -6.53634 1.39570 2.09950 0.254
H -4.72895 4.60815 0.53908 0.289
H 1.46490 0.27147 1.40192 -0.589
H -4.96306 -4.92739 3.90610 0.317
H -8.12607 0.66823 2.03494 0.350
H 1.99321 -0.12139 4.30752 0.541
H 5.95835 -3.31784 2.15041 0.409
H -6.69629 -0.36736 2.17856 0.173
H 7.37322 0.01302 -2.23997 0.225
H -7.23103 5.21550 -3.00147 0.072
H -2.97073 -4.83653 1.91273 0.370
H -4.47150 4.91214 -2.04087 0.281
H 4.79899 1.65514 0.30481 0.194
H 6.49664 4.37348 -5.94912 0.347
H -7.71704 4.32887 -4.43235 0.312
H -1.59245 1.81092 0.55857 0.430
H 4.34166 -5.67820 1.64228 0.322
H 2.84064 1.21841 -1.37404 0.300
```

---

Formula: C3H7NS2
Source: OMol25
Level of theory: ωB97M-V/def2-TZVPD

Summary:
Maximum force (eV Å⁻¹): 3.32
Kohn-Sham gap (eV): 9.155
Energy (eV): -26383.70147

XYZ file:
```
13
Properties=species:S:1:pos:R:3:nbo_charge:R:1
S -1.06045 -2.22259 0.59702 -0.010
S 1.82038 0.98209 0.83321 0.318
N 1.22884 -0.67974 1.22331 -0.736
C -0.43126 0.25704 -0.38506 -0.419
C 0.75068 1.20367 -0.60799 -0.551
C 0.26385 -1.06641 0.04577 -0.175
H 0.67946 -0.56548 2.09376 0.354
H 1.24463 0.92951 -1.49728 0.210
H -1.16810 -1.60833 1.76651 0.112
H 0.30792 2.12926 -0.55612 0.228
H 1.03671 -1.48415 -0.74352 0.239
H -1.05109 0.71651 0.46771 0.208
H -1.03286 0.08175 -1.21096 0.223
```

---

Formula: C29H41N6O4S3SbTi
Source: OMol25
Level of theory: ωB97M-V/def2-TZVPD

Summary:
Maximum force (eV Å⁻¹): 2.43
Kohn-Sham gap (eV): 5.819
Energy (eV): -110029.02837

XYZ file:
```
85
Properties=species:S:1:pos:R:3:mulliken_charge:R:1
Sb -0.32381 -3.61022 2.96394 0.973
Ti -0.78196 -1.48230 0.36604 -0.014
S 3.25774 1.43028 -2.03465 -0.126
S 5.26814 2.12904 -4.12424 -0.400
S 0.32366 1.64418 -1.16298 -0.186
O -1.86243 -1.53702 1.93501 -0.249
O -1.73916 -0.44154 -0.40599 -0.394
O 0.60726 -0.85296 1.31688 -0.499
O 2.23885 3.41570 2.61561 -0.497
N 1.52386 2.90175 -3.19970 -0.878
N 1.54402 -3.62225 0.10289 -0.145
N -1.69731 -3.20954 -0.52323 -0.192
N 0.41080 -1.60615 -1.42958 0.549
N -3.13638 0.40754 1.40595 0.575
N 2.70846 3.04111 -3.89020 0.619
C -2.89786 -0.33486 3.71487 -1.375
C 0.37990 0.31103 1.92356 0.304
C 1.28559 2.46098 2.59670 0.626
C 2.64813 3.90531 -5.02151 0.534
C 2.37061 5.66169 -7.16656 -0.411
C 0.20761 -2.26842 4.57023 -1.196
C -0.86322 0.62792 2.52483 -0.302
C -2.08996 -0.27968 2.40554 0.883
C 0.07954 2.76147 3.23751 -1.022
C 1.57867 2.09071 -2.20192 0.088
C -5.24833 1.52011 0.03288 -0.220
C 3.34797 3.24019 1.74750 -0.523
C 2.17383 -3.36907 -1.18993 -1.007
C -5.26904 0.18089 0.40174 -1.141
C -0.95176 1.85575 3.19718 -0.581
C -1.14686 -3.45455 -1.87136 -0.819
C -3.09218 1.68996 1.04491 0.516
C -4.13691 2.27625 0.35981 -1.005
C 3.76538 2.30532 -3.45860 0.129
C 3.61142 5.44691 -6.59095 -0.641
C 1.82051 -1.95252 -1.63417 -0.560
C 1.39625 4.11903 -5.60282 -0.332
C -2.27522 -4.14643 3.76782 -1.265
C -4.19548 -0.34219 1.07997 -0.062
C 1.26363 4.99140 -6.66775 -0.560
C 3.75949 4.57726 -5.52026 -0.459
C 1.43076 1.23435 1.98517 -0.106
C -0.52301 -2.16195 -2.41097 -0.644
C 0.55401 -5.27772 4.07024 -1.300
H 4.48031 5.96886 -6.97026 0.356
H 2.34144 0.95525 1.47495 0.301
H -2.49341 -5.17872 3.49263 0.441
H -1.91605 -3.80750 -2.56452 0.411
H 2.10276 -1.81939 -2.68365 0.406
H -3.23517 0.64886 4.03240 0.372
H -4.06593 3.31642 0.07938 0.483
H 2.40257 -1.24939 -1.03835 0.166
H 0.28603 5.14819 -7.10489 0.344
H 3.01864 3.02032 0.72893 0.116
H -6.07143 1.95310 -0.51784 0.414
H -1.77286 -4.06383 0.01331 0.248
H -2.25538 -4.07170 4.85436 0.389
H -2.26353 -0.76842 4.48507 0.352
H -0.38276 -4.22318 -1.77674 0.289
H 0.19367 -5.28870 5.09809 0.351
H 3.26666 -3.45097 -1.16358 0.453
H -1.31307 -1.42855 -2.57737 0.314
H 2.26207 6.35529 -7.99036 0.369
H 1.64192 -5.20898 4.08580 0.349
H 3.88885 4.18262 1.76104 0.264
H 1.79751 -2.86515 0.73341 0.070
H -0.02825 -2.37964 -3.36384 0.526
H -2.18936 2.23220 1.27422 0.277
H 1.81938 -4.11049 -1.91205 0.367
H -2.60763 -2.75963 -0.58199 0.298
H -1.87964 2.13464 3.67989 0.307
H -3.04806 -3.49432 3.36626 0.187
H -4.12940 -1.38320 1.36102 0.583
H -3.76922 -0.97483 3.57836 0.401
H -0.28422 -2.59084 5.48701 0.425
H -6.11169 -0.45002 0.15961 0.453
H -0.03801 3.72027 3.72295 0.467
H 4.01018 2.44178 2.09425 0.290
H 4.72954 4.43397 -5.07761 0.262
H 1.28729 -2.31356 4.70762 0.432
H 1.89517 -4.47979 0.51287 0.242
H 0.28481 -6.22257 3.59693 0.352
H 0.54293 3.60266 -5.19288 0.455
H -0.07031 -1.24516 4.32837 0.120
H 0.34847 -0.56265 -1.45222 -0.390
```

---

Formula: C4H12
Source: OMol25
Level of theory: ωB97M-V/def2-TZVPD

Summary:
Maximum force (eV Å⁻¹): 2.12
Spin multiplicity: 2
Kohn-Sham gap (spin up / spin down) (eV): 11.983 / 3.097
Energy (eV): -4330.33149
Charge: +1

XYZ file:
```
16
Properties=species:S:1:pos:R:3:nbo_charge:R:1
C 1.11493 1.89280 -1.30275 -0.514
C -2.07156 -1.85460 1.11694 -0.617
C 1.84865 1.41282 -0.06378 -0.581
C -0.85253 -1.53776 0.27485 -0.608
H 1.82627 2.23003 -2.08149 0.363
H 0.58601 2.89724 -1.27318 0.363
H -2.55131 -2.82423 0.92271 0.246
H -0.66818 -2.34677 -0.45823 0.245
H 2.92112 1.26920 -0.04885 0.304
H -1.85160 -1.69661 2.16086 0.224
H 0.31794 1.16605 -1.51446 0.293
H -1.11849 -0.73141 -0.45323 0.215
H 1.66060 2.18211 0.71196 0.365
H -2.84105 -1.06414 0.92547 0.232
H 0.08871 -1.39713 0.81219 0.207
H 1.59049 0.40242 0.27100 0.263
```

---

Question: Number 1 is which compound?
Answer: C25H56BClFIO20P4

---

Question: Which of these has the lowest maximum force?
Answer: C4H12